Entry 1:
Formula: C47H79BrClFI2N6O5P2
Source: OMol25
Level of theory: ωB97M-V with the def2-TZVPD basis set

Geometry as XYZ:
```
144
C47H79BrClFI2N6O5P2 ωB97M-V with the def2-TZVPD basis set
H 5.3693 0.1386 5.0934
H 5.3601 1.4311 6.7975
H -5.1756 7.4733 -1.7461
H 4.9262 5.7324 4.6271
C 2.7538 -3.3168 -1.0581
H 0.2710 -5.1349 1.1736
H -1.1168 -2.5772 -1.8803
H 3.9749 1.6148 7.8466
H -4.7221 -8.8945 2.5396
C 2.3406 5.4900 -1.1885
H 5.1587 -0.4082 3.4729
H 6.5347 5.6812 5.3226
C 4.3586 -0.5074 -3.0642
H -5.6997 5.6028 -4.8875
C -5.4947 -8.5231 -0.2538
C -6.5198 6.2481 -0.5568
H 1.3077 5.7415 -0.9220
H -4.6595 5.1843 -0.6437
H -5.9628 -5.4366 0.7323
H -3.4044 -9.0110 3.6433
H -6.8413 3.1873 0.1250
C -6.2837 3.6622 -0.6907
Cl 5.4070 4.6414 -2.3862
H -2.8812 0.7025 -2.3731
H -4.4886 1.0418 -0.1949
C -5.8543 6.4050 -4.1560
H -2.9169 -5.1148 -1.2231
H 1.7091 2.6998 5.4163
O 5.3466 -0.9170 -3.6356
H 5.1223 5.4013 6.3565
C 4.3409 3.2799 -2.6775
C -3.7812 -8.4122 2.8132
C -4.9542 -1.1277 -1.6406
C 4.5693 2.1234 7.0869
H -3.9696 -7.4118 3.2173
H -4.3623 -4.2635 -0.7090
C -5.0037 -5.6782 1.2079
H 7.4028 1.5622 -4.5756
H -7.5611 5.8955 -0.5758
H -1.0699 -0.3585 -0.6879
H -5.5430 4.9833 0.8970
C -2.5495 -0.3334 -2.2375
C -6.0802 6.8533 -1.8919
H -3.1286 -2.2009 -1.2589
O -5.8184 5.8448 -2.8576
C -1.4841 -8.6247 2.2422
C 2.3228 4.9292 -2.6920
O 0.7673 0.0653 -4.2405
C 0.9936 -1.9930 -2.0575
C 7.1093 2.3346 -3.8548
O 4.3062 3.7049 3.0277
C -3.4865 -9.7468 -0.9067
H 1.0518 2.6540 -3.1992
H -5.9676 -7.7367 -0.8487
C 2.3381 2.1261 6.0994
H -6.4189 6.9738 0.2629
H -0.6499 -1.7925 -3.3755
Br 7.0768 2.2359 -0.8722
H 2.2930 3.4785 -0.2588
C 2.1257 2.4967 -3.0820
H -1.1552 -7.8058 2.8936
C -3.4488 -1.1492 -1.2819
H -0.7612 -8.7274 1.4351
C 1.9971 -1.1946 -2.5873
P 4.1987 3.0924 4.4097
C 4.8736 1.9761 -2.7607
H -4.0572 -10.1320 -1.7541
C 6.3609 1.6839 -2.6116
H -0.3313 -4.5376 -1.1632
H -2.5871 -0.8540 -3.2120
H 7.6154 3.6165 4.4160
H 3.8900 4.2236 -0.2374
N 3.7365 2.5476 5.9842
H 0.4179 -3.2723 1.4370
C -5.3669 1.2652 -0.8152
I 3.4905 7.2916 -0.8866
H -5.9016 -9.4673 -0.6169
H 7.3756 3.5388 6.1744
C -5.6453 4.9885 -0.1991
H -1.4486 -9.5602 2.8063
N 4.2458 1.4475 3.8604
C 5.3238 0.4950 4.0618
C 0.3849 -4.1306 0.7572
H 6.5684 0.6177 -2.6964
H 1.9482 2.3046 7.1038
H 3.0109 -4.1756 -0.4355
H 1.2593 4.8013 -2.9181
H -4.2133 3.1279 -1.0880
C 3.7325 -2.5181 -1.6159
H -3.3138 -0.7352 -0.2701
H 6.3799 2.9741 -4.3743
C 6.9478 3.2506 5.2056
H -6.5894 0.1674 -2.2077
O -1.7087 -6.5497 0.6538
H -6.8891 7.5118 -2.2610
N -2.8336 -8.4001 1.7128
C 5.5497 5.2149 5.3610
H -6.2579 1.1402 -0.1853
C 8.3110 3.2339 -3.5073
C -3.9616 -5.2541 -0.9294
C 3.9585 0.9603 -2.9895
H 3.3045 0.1833 2.4532
C 2.9849 3.5646 -2.8118
H -5.0401 7.1387 -4.3090
H -2.4689 -9.5847 -1.2665
C 3.3641 -1.4391 -2.3908
C 2.5938 1.2103 -3.1698
H -7.0201 3.9104 -1.4706
C 0.4200 -3.9905 -0.5839
H 4.3515 1.4276 1.7253
H -5.4978 -1.4477 -0.7310
C -5.5103 0.2660 -2.0074
C -0.4926 -1.7738 -2.2844
H -4.5034 -5.6560 -1.7969
C 1.6748 0.0308 -3.4361
P -2.9072 -7.4079 0.2931
H -4.6414 -4.7785 1.7204
H 5.0332 2.9803 7.5836
F 5.0263 -2.8112 -1.4247
I 3.0172 6.3418 -4.1846
H -0.5480 0.4489 -2.2296
C 1.4026 -3.0828 -1.2484
H 2.2191 1.0633 5.8562
H 2.7673 1.8439 2.3976
H 6.2972 0.8893 3.7517
H -3.4500 -10.5148 -0.1249
N -4.0566 -8.4952 -0.4003
C 3.6470 1.2181 2.5401
H -5.3367 2.7681 -2.4294
H -5.0435 0.6753 -2.9126
H 8.0736 4.0696 -2.8483
C 2.8173 4.4441 -0.1707
H 6.9720 2.1643 5.1990
H 8.6536 3.6817 -4.4581
C -1.0461 -0.4188 -1.7881
N 5.6119 3.7873 5.0898
H -5.2142 -1.8828 -2.4008
H -5.8320 -8.4165 0.7773
H -5.2420 -6.4277 1.9576
H 9.1657 2.6430 -3.1503
N -4.0759 -6.1536 0.2079
H -6.8156 6.9091 -4.3513
C -5.2034 2.7298 -1.3420
H 2.6536 4.7853 0.8616
```

Values from the calculation:
- HOMO: -7.99 eV
- Gap between HOMO and LUMO: 7.30 eV
- E_tot: -189252.666 eV


Entry 2:
Formula: C47H79ClFI2N4O8P2
Source: OMol25
Level of theory: ωB97M-V with the def2-TZVPD basis set

Geometry as XYZ:
```
144
C47H79ClFI2N4O8P2 ωB97M-V with the def2-TZVPD basis set
C -3.4599 -0.2397 -8.8836
O 3.3444 -1.2078 2.1652
H -2.1818 0.3501 -5.7445
H 6.3591 0.2804 1.4864
H 1.1964 1.4204 1.2005
H -4.4338 -0.1993 -8.3979
C -2.1576 -3.1873 -0.3642
H -4.8611 1.7143 7.6282
C -0.7900 0.4917 7.8284
H 3.1840 -0.2804 2.3706
C 1.0575 -0.8482 -9.3456
O 5.8965 -0.5347 1.7129
H -3.0922 -0.7760 9.9942
H -3.4167 2.4569 8.2643
H -0.9413 2.0254 6.2861
H 1.8690 -0.0956 -4.0542
H 0.4173 1.6135 -10.3990
H 2.8237 -4.6139 -3.4816
Cl 7.7562 -2.6784 -3.1901
I -2.2893 -4.0955 -3.3970
C 4.0372 -1.6341 -0.1037
H -2.5899 -3.6913 0.4841
C -2.8520 -0.0400 -6.5078
H 2.1857 2.8607 1.0399
H 1.6845 -0.4970 -8.5281
H -1.7152 0.8070 11.1659
N -1.0807 -0.4989 -8.1651
H -1.9005 -0.1025 -10.9047
C -1.1968 2.4334 1.4770
H 1.8034 -4.3660 -4.9259
H -1.4245 2.6152 7.8766
H -2.4709 -2.4839 2.2879
H -0.9039 7.0259 0.4451
H -3.2965 -1.2757 -9.1799
H 5.6810 -3.6394 0.6264
N 6.3454 -2.8919 0.7629
C 6.7377 -3.8751 -2.3611
C -3.3170 0.2495 8.1148
C -1.8479 0.9652 10.0941
C -3.1215 0.2569 9.6331
C 2.3113 -2.0666 -1.8076
H -0.4546 -0.6076 9.6497
C -1.3867 2.1571 -9.3401
C -0.9692 -2.3759 0.0228
H 4.7022 -4.2827 -1.8917
H 0.2637 0.9897 9.6335
H -1.7537 2.8384 0.6320
I -3.7486 -1.9241 -1.0732
C 3.0248 -1.4326 0.8521
C 1.6801 -1.5254 0.4959
H -2.1730 -5.7817 0.1991
O 1.1677 5.1008 0.9357
C 1.8564 -1.0378 -4.5892
H 0.9312 -1.9269 -9.2422
H 0.1270 4.1035 5.0672
H -1.5948 2.1346 -7.2079
H -2.9706 -1.1122 -6.3428
H 5.0290 -4.0895 -3.5886
H 0.2633 2.3573 7.5291
H -0.3194 -0.5107 -11.5119
C -0.9779 -2.2579 3.8139
H -3.9937 0.7228 10.0969
H 0.1015 -2.3113 3.8855
C 1.3369 -1.8100 -0.8243
H 6.9688 -3.9129 -1.3083
F -1.3102 -4.0979 2.3730
C -0.1389 -1.8023 -1.0841
C 1.1840 2.4606 0.8852
H -4.5866 -0.7803 6.6853
H 0.9726 -1.0223 -5.2156
H 7.4639 -0.5321 -0.3966
H 1.5777 3.4328 3.2719
H 7.0180 -4.8400 -2.7704
H 0.4338 2.1290 3.5286
H -5.3707 -0.3578 8.2130
H 1.3059 0.3373 7.3893
H -3.1223 2.2482 -8.0581
P 5.7633 -1.5005 0.4386
C -0.6209 6.9770 1.4975
C -1.7176 -4.3282 -1.3459
C -1.4146 -2.6911 2.4414
H -2.0085 2.0061 -10.2266
C 0.3883 -0.2003 7.1519
C -2.3521 0.2494 -7.9196
H 2.7040 -1.1144 -5.2681
C -0.6101 -2.1401 1.2889
C -0.7352 1.9560 7.3556
O 0.7037 -0.5098 2.3794
H 4.2503 -1.9678 -3.4474
H -1.2750 -1.2257 3.9638
C -3.7741 1.6467 7.6298
O -0.6440 -1.3326 -2.0556
P 1.6544 -2.4731 -3.4820
C -0.3165 5.5097 3.4965
N -2.0650 -0.1621 7.4088
O 6.5473 -0.6578 -0.6772
H -1.8447 2.4428 2.3532
H -0.6392 -4.4332 -1.2762
C -0.0829 1.3706 -9.4592
H -0.9637 6.1484 4.1014
C -2.1465 1.7582 -8.0752
H 0.9625 2.4944 -0.1835
H -3.8210 0.4382 -6.3691
H 0.2687 -0.2079 6.0668
H 5.5541 -1.5290 -2.4179
H 3.3928 -3.6203 -4.8055
C 0.5218 3.1588 3.1739
C -0.6285 0.4295 9.3461
C 3.6839 -1.9716 -1.4369
N 0.0044 4.6084 1.2047
C -4.4442 -0.7155 7.7653
H 0.5113 -1.2276 7.4890
C -0.2922 -0.1407 -9.3812
C -2.3279 -5.6437 -0.8678
H -1.9377 2.0463 9.9569
H -1.2678 7.6528 2.0563
C -0.3020 4.0905 4.0629
H -3.3962 -5.6189 -1.0708
C -0.9877 -0.6390 -10.6606
H -1.1647 3.2253 -9.3056
H 0.6913 5.9305 3.5705
C 2.5056 -3.9102 -4.2407
H -3.4432 1.8378 6.6089
H -1.3222 3.7122 4.1748
H -1.9328 -6.4779 -1.4350
H 0.3997 7.3415 1.5942
H -1.4020 -2.8817 4.5912
H -2.8474 6.0591 2.4472
H -2.6183 5.1992 0.9262
C 0.6067 -1.3196 1.4948
C 4.7291 -2.2188 -2.5053
H -2.5793 4.3374 2.4636
H -0.9989 1.3856 1.2543
O -0.3287 -0.4613 -7.1175
H -3.5403 0.3670 -9.7851
C -0.7816 5.5624 2.0413
O -1.9361 -1.4471 7.4257
C -2.2885 5.2576 1.9641
C 5.2457 -3.6737 -2.6149
H 1.5897 -0.6549 -10.2764
H 0.5935 1.6845 -8.6577
H -1.2281 -1.7000 -10.5819
C 0.1299 3.2020 1.6951
H -4.2607 -1.7174 8.1478
```

Values from the calculation:
- Spin multiplicity: 4
- HOMO: -7.48 eV
- Gap between HOMO and LUMO: 6.42 eV
- E_tot: -122375.487 eV


Entry 3:
Formula: C47H81N10O27S5
Source: OMol25
Level of theory: ωB97M-V with the def2-TZVPD basis set

Geometry as XYZ:
```
170
C47H81N10O27S5 ωB97M-V with the def2-TZVPD basis set
H -29.4670 30.4439 27.9030
H -30.7799 37.4807 21.7551
C -31.1448 28.1776 22.4989
C -33.0011 30.7929 20.0786
C -31.2138 35.4266 26.1754
O -35.7491 36.8374 26.4053
O -31.5864 32.8847 16.2350
H -30.2958 29.9126 25.7463
O -34.8134 30.9345 25.2724
H -31.5918 26.5474 16.0416
C -30.6555 32.2311 20.5201
C -31.0267 33.1781 13.9185
H -33.9098 28.4339 22.6029
N -32.0125 30.8295 19.1556
H -30.8315 30.1861 29.7632
H -28.3284 27.4605 17.7552
H -25.8355 34.8902 21.2606
C -32.1027 30.0958 17.8999
O -34.7337 36.6791 28.4287
H -31.5199 32.2744 13.5733
H -30.9930 28.0937 15.4342
H -26.4120 32.4446 19.6137
H -34.5820 38.6289 28.1812
O -29.7909 39.3822 24.7582
O -32.8697 30.3241 26.7227
H -36.7564 29.8901 28.8021
H -36.2038 32.1644 28.9745
O -35.4403 26.4992 20.2714
H -27.3136 28.8434 14.6541
H -26.0642 37.5790 25.5386
H -27.6903 35.0472 18.9990
H -28.8244 33.6998 15.0624
H -29.0042 31.9627 27.2732
H -26.3502 34.2910 18.2082
H -28.3758 38.6772 26.1255
C -27.2232 34.0653 18.8248
H -30.7403 36.3745 25.9365
H -33.0460 37.6721 27.9471
O -29.3858 36.5829 20.6984
C -32.8379 31.5268 21.2347
O -32.4741 27.6859 13.1105
H -31.1359 29.6775 17.6385
H -31.4827 27.7490 25.8468
S -35.4423 35.6244 27.4362
H -27.4425 34.0867 26.7465
N -35.4779 29.3649 21.7082
C -30.7250 33.1608 15.4038
C -33.6427 38.9796 22.6759
H -28.7562 38.5456 22.3548
O -33.0344 27.9649 15.3145
N -29.5109 31.4465 27.9689
C -36.8159 29.4610 21.5603
C -26.8686 33.3138 20.1409
H -27.1011 30.4871 15.4434
S -30.9329 39.8583 25.7894
H -32.7781 29.2601 18.0904
H -29.7368 32.7351 20.8204
C -35.8225 27.8898 23.5274
O -29.9035 40.9257 26.5167
O -32.4271 30.0554 14.1142
H -25.4641 37.0188 27.0126
H -28.3012 41.6349 25.3588
C -34.9907 28.5317 22.5982
H -27.4358 35.6238 22.9769
H -33.4077 23.4428 18.3605
H -32.7594 31.6885 23.9955
C -27.9275 37.9739 21.9402
H -37.1706 30.1225 27.1806
H -27.4815 27.2074 16.2307
C -31.6295 26.8441 13.8891
H -34.6929 38.5606 25.7034
O -33.9990 25.3902 18.4589
C -31.1641 28.1375 24.8898
C -25.6232 33.9052 20.8317
N -28.0102 35.5290 22.1596
S -34.2417 30.6818 26.5762
C -31.4696 32.9404 22.7697
O -31.3289 38.7536 26.5963
H -25.2495 33.2885 21.6501
O -30.7232 33.2043 28.6471
H -32.0499 26.6223 23.5953
O -34.5074 34.7533 26.7788
C -31.7916 27.3479 15.3361
H -29.3270 33.7078 16.7723
C -28.5174 36.6140 21.5770
N -29.4862 33.5248 15.7967
H -32.5271 33.2092 25.9722
H -27.8852 40.8137 26.9266
O -34.5836 29.0307 13.5952
C -27.3565 35.0257 27.2956
H -33.8375 30.1389 19.8795
H -35.1569 23.8954 20.6916
C -27.7566 29.6448 15.2397
H -35.4200 27.3115 24.3488
C -30.3697 32.0425 28.8331
H -27.0618 37.8738 22.5949
H -38.7646 28.9992 22.3219
O -27.8670 32.8677 20.9742
H -24.8006 34.0240 20.1202
H -30.6157 26.8919 13.4944
O -33.1954 27.4320 19.6097
O -36.5811 35.0697 28.0967
C -30.6705 34.0620 22.7735
C -30.8553 31.4814 19.3925
H -31.9650 25.8094 13.7935
C -30.4980 29.3475 24.8423
N -27.9926 27.7909 16.8658
H -30.1597 33.4084 13.2959
C -31.9562 33.3630 25.0655
H -30.2887 31.4807 30.8849
C -34.2225 24.0119 18.8107
N -26.1087 36.8731 26.2559
O -31.9498 40.6147 25.1275
C -31.6847 32.2454 21.4699
H -33.8110 39.3040 21.6509
H -30.1545 31.4562 18.5684
H -28.6613 30.0452 14.7827
S -33.2247 28.8754 13.9803
H -27.7236 39.3747 24.6561
C -28.5410 40.8397 26.0602
N -30.1635 30.0077 23.7315
H -27.9335 33.4608 18.2561
H -30.0589 34.4265 21.9625
H -31.9143 31.5508 30.1458
C -32.3758 38.1401 22.8594
H -30.7389 35.0108 27.0616
C -28.5266 39.4630 25.3843
C -30.8799 31.2491 30.0016
O -35.1584 29.6123 27.3550
H -33.6471 31.4203 21.9470
C -34.5460 37.6458 26.2682
H -37.8789 27.4109 23.9804
H -27.5588 38.3733 20.9973
N -31.2244 34.5007 25.0527
H -33.6416 39.8410 23.3386
C -37.1891 27.9746 23.3648
C -28.2507 29.0815 16.5861
C -34.1021 37.7661 27.7206
C -30.6018 34.8327 23.9212
H -37.2079 30.1452 20.8197
H -28.2624 35.1793 27.8797
S -34.0940 26.3465 19.7792
C -32.1134 32.5517 23.9629
O -28.9256 29.7709 17.3380
H -30.1433 29.9252 21.6858
N -31.6109 38.0539 21.7738
C -34.1280 23.9521 20.3300
O -34.6735 31.9180 27.5255
H -26.5288 35.0212 28.0034
C -31.5022 27.5531 23.6885
H -31.7034 34.0114 13.7189
H -32.5873 30.6653 17.1086
C -30.5203 29.4303 22.5704
H -30.0723 35.7704 23.8705
O -32.1433 37.4356 23.8440
H -28.1993 34.6272 21.6949
C -36.0046 31.7591 27.9865
H -32.2493 35.6918 26.3880
H -36.6618 32.2990 27.3035
H -34.4389 38.2642 22.8916
H -31.1886 27.6806 21.5394
H -31.9214 38.4641 20.9122
H -33.4777 23.1748 20.7174
O -28.0163 36.1887 25.3179
C -37.7168 28.7319 22.3193
O -33.4702 25.1563 20.6808
H -35.1655 23.7223 18.3541
H -33.9639 36.9877 25.6183
C -27.1701 36.0389 26.1975
C -36.3309 30.2479 27.8656
```

Values from the calculation:
- Total charge: +1
- HOMO: -7.88 eV
- Gap between HOMO and LUMO: 5.28 eV
- E_tot: -174403.548 eV


- Which of these has the lowest gap between HOMO and LUMO?
  C47H81N10O27S5